Computed, not measured: a structure of composition C13H17N3OSV, with wB97M-V/def2-TZVPD.

Results
- Frontier orbital gap (spin up / spin down): 6.3 / 6.3 eV
- Highest occupied orbital energy (spin up / spin down): -3.163 / -3.161 eV

Structure (ORCA input):
```
! wB97M-V def2-TZVPD RIJCOSX def2/J DEFGRID3
* xyz -1 3
V -0.293 0.442 0.032
N 2.960 -1.497 2.377
C 1.968 -0.732 1.786
S 1.671 -1.017 0.096
N 1.374 0.110 2.573
N 0.418 0.880 1.934
C -0.109 1.798 2.660
C -1.076 2.783 2.223
C -1.675 3.574 3.213
C -2.580 4.570 2.917
C -2.891 4.808 1.573
C -2.306 4.065 0.574
C -1.389 3.025 0.852
O -0.861 2.361 -0.124
H 3.127 -2.373 1.911
H 2.887 -1.552 3.381
H 0.219 1.852 3.699
H -1.411 3.380 4.248
H -3.036 5.154 3.705
H -3.600 5.587 1.313
H -2.539 4.247 -0.468
C -2.446 -3.040 -0.045
C -2.490 -1.735 0.767
C -3.956 -1.382 1.058
C -1.762 -1.963 2.096
C -1.810 -0.623 0.006
H -2.928 -3.863 0.498
H -1.408 -3.309 -0.249
H -2.958 -2.911 -1.002
H -4.451 -2.177 1.629
H -4.506 -1.236 0.124
H -4.011 -0.454 1.629
H -2.212 -2.789 2.660
H -1.801 -1.058 2.706
H -0.711 -2.194 1.909
H -2.338 -0.359 -0.939
*
```